The following is a quantum chemistry calculation of a molecular structure, C5H9NO2, from the Open Molecules 2025 dataset.

Properties
- Orbital gap: 7.2 eV
- E_tot: -400.90843 Eh

Last column: natural (NBO) charge in e.
Atoms and positions in Å:
C (-0.91975, -1.01563, -1.03646)  -0.423
C (1.38994, 1.09964, -0.78420)  -0.733
N (-0.14970, -0.76088, 0.18546)  -0.160
C (1.24049, 0.01094, 0.24221)  0.732
O (-0.01730, -1.99847, 0.87451)  -0.561
O (2.17728, -0.58203, 0.75109)  -0.529
H (0.93132, -1.99139, 1.13543)  0.481
H (-1.90849, -1.37893, -0.75412)  0.240
H (-0.40295, -1.77516, -1.62370)  0.202
H (-1.03133, -0.08971, -1.59711)  0.216
H (2.04494, 1.86909, -0.37015)  0.255
H (1.83959, 0.68823, -1.69136)  0.263
H (0.43777, 1.56418, -1.03483)  0.249
C (-0.97495, 0.55284, 1.34003)  -0.185
C (-2.09868, 1.06967, 1.32534)  -0.423
H (-2.71353, 1.94177, 1.42641)  0.235
H (0.15534, 0.79583, 1.61147)  0.143

Forces on atoms 1 to 6 (eV/Å):
0.952 0.104 -0.038
-0.423 0.794 0.858
1.228 -0.191 0.349
0.308 -4.040 -2.848
0.612 0.634 -0.201
-2.077 1.513 0.060